Arrangement i

The following is a DFT calculation (ωB97M-V/def2-TZVPD) of an isolated molecule of C2HCl2NO2.

Structure (XYZ):
```
8
C2HCl2NO2, DFT ωB97M-V/def2-TZVPD
C 1.2503 -0.3447 0.2658
C -0.9886 0.6080 -0.3583
N -0.1535 -0.3705 -0.0640
O -0.4741 -1.5847 -0.0644
O 2.0917 -0.3770 -0.6031
Cl -0.4445 2.1913 -0.2811
Cl -2.6750 0.4125 -0.2291
H 1.3937 -0.5349 1.3341
```

The LUMO energy comes out at -0.297 eV. The value obtained for the HOMO-LUMO gap is 9.046 eV. The charge is 0. Its spin multiplicity is 1.

***

Arrangement ii

The following is a DFT calculation (ωB97M-V/def2-TZVPD) of a structure of composition C2HCl2NO2.

Structure (XYZ):
```
8
C2HCl2NO2, DFT ωB97M-V/def2-TZVPD
C 0.6347 0.9040 0.0688
C -0.3367 0.0024 -0.0634
N -0.1212 -1.4398 0.0139
O 1.0545 -1.6188 -0.2350
O -1.0173 -2.2246 0.0735
Cl 0.4032 2.5637 -0.0360
Cl -2.4154 1.1319 -0.1049
H 1.7982 0.6810 0.2832
```

The LUMO energy comes out at -2.432 eV. The value obtained for the HOMO-LUMO gap is 8.541 eV. The charge is 0. Its spin multiplicity is 1.

***

What should be chosen as the least stable of them? Choose arrangement ii.

***

Arrangement i

The following is a DFT calculation (ωB97M-V/def2-TZVPD) of a cluster of 2 separate species, C4H11N2O in total.

Structure (XYZ):
```
18
C4H11N2O, DFT ωB97M-V/def2-TZVPD
N 2.5191 -1.0004 -0.8358
C 2.0044 -0.1741 0.3392
O 1.1011 -0.8349 1.0637
H 3.5383 -0.9855 -0.8191
H 2.2974 -1.9541 -0.5500
H 2.9056 0.1485 0.9238
H 1.5561 0.7354 -0.1174
C -0.6254 -0.2960 -1.3867
C -1.5843 0.4911 -0.5073
C -1.4757 0.4830 0.8261
N -2.3326 1.2595 1.6297
H -0.0152 -0.9404 -0.7673
H -1.1931 -0.9712 -2.0486
H -0.0885 0.3819 -2.0520
H -2.3248 1.1307 -0.9874
H -0.7606 -0.1200 1.3728
H -2.2780 1.1327 2.6219
H -3.2439 1.5140 1.2946
```

The LUMO energy comes out at 4.173 eV. The value obtained for the HOMO-LUMO gap is 6.767 eV. The charge is -1. Its spin multiplicity is 1.

***

Arrangement ii

The following is a DFT calculation (ωB97M-V/def2-TZVPD) of the ion C4H11N2O with charge -1.

Structure (XYZ):
```
18
C4H11N2O, DFT ωB97M-V/def2-TZVPD
C -0.0905 1.4187 0.3665
C -0.6882 0.2723 1.1943
C -1.7890 -0.5212 0.4085
O -1.4267 -1.0502 -0.7524
N 0.7421 0.8839 -0.7218
C 1.7054 -0.1412 -0.5377
N 1.5570 -1.4140 -1.2053
H 0.4412 2.2434 0.8485
H -1.0016 1.8061 -0.0984
H -1.3001 0.6992 2.0045
H 0.0113 -0.4728 1.5750
H -2.7107 0.1379 0.3686
H -2.1631 -1.1977 1.2414
H 0.0873 0.6593 -1.4566
H 1.7369 -0.4221 0.5264
H 2.7449 0.2000 -0.6566
H 0.6662 -1.8029 -0.8960
H 1.4776 -1.2986 -2.2089
```

The LUMO energy comes out at 4.385 eV. The value obtained for the HOMO-LUMO gap is 7.048 eV. The charge is -1. Its spin multiplicity is 1.

***

What should be chosen as the least stable of them? Choose arrangement i.